Formula: C6H16O2
Source: OMol25
Level of theory: ωB97M-V/def2-TZVPD

Positions of all 24 atoms, in Å:
C  0.101  0.455  -1.027
C  0.864  -0.292  -0.301
C  0.823  0.133  1.164
C  -0.325  -0.593  1.895
C  1.716  -1.399  -0.756
C  1.071  -2.780  -0.272
H  -0.284  1.490  -0.798
H  -0.301  0.203  -1.968
H  0.612  1.236  1.316
H  1.821  -0.022  1.672
H  -0.314  -1.679  1.846
H  -1.248  -0.277  1.330
H  -0.378  -0.256  2.879
H  2.811  -1.399  -0.241
H  1.887  -1.480  -1.765
H  0.775  -2.848  0.781
H  1.683  -3.609  -0.702
H  0.203  -2.714  -0.869
O  1.437  5.172  -1.306
H  1.246  4.340  -0.873
H  0.738  5.223  -1.969
O  -4.808  0.442  -0.393
H  -4.609  0.929  0.456
H  -5.521  -0.273  -0.099

## Properties
ΔE to the lowest compared entry with this formula, charge and spin (kcal/mol): 51.6
Gap between HOMO and LUMO (eV): 9.77
SMILES: C=C(CC)CC.O.O
Max |F| (eV Å⁻¹): 5.81

Formula: C3H3N3O
Source: OMol25
Level of theory: ωB97M-V/def2-TZVPD

Positions of all 10 atoms, in Å:
C  -2.626  1.574  0.059
C  -1.741  -1.625  0.520
C  1.232  0.457  0.224
N  -2.314  2.636  0.357
N  -2.221  -0.698  0.020
N  -2.897  0.305  -0.226
O  0.790  -0.637  -0.108
H  -0.872  -2.264  0.681
H  0.520  1.287  0.235
H  2.384  0.490  0.380

## Properties
ΔE to the lowest compared entry with this formula, charge and spin (kcal/mol): 121.5
Gap between HOMO and LUMO (eV): 9.46
Max |F| (eV Å⁻¹): 2.85